# 1
ORCA calculation (wB97M-V/def2-TZVPD) on a cluster of 3 separate species, C55H48ClNO12S4 in total in a non-equilibrium geometry.

Atoms and positions in Å:
1 C -1.006 6.281 1.729
2 C -2.115 5.884 1.472
3 C -3.440 5.388 1.082
4 O -3.564 5.092 -0.261
5 C -2.796 5.879 -1.176
6 C -3.372 5.679 -2.587
7 C -2.498 4.784 -3.454
8 O -3.522 6.956 -3.221
9 O -4.313 6.515 1.359
10 S -5.581 6.170 2.263
11 O -6.747 6.297 1.457
12 O -5.544 6.907 3.475
13 O -5.214 4.685 2.522
14 C -3.972 4.134 1.879
15 C -4.479 2.993 1.008
16 C -5.828 3.220 0.312
17 C -5.885 2.398 -1.002
18 C -7.197 1.619 -1.082
19 S -7.361 0.528 -2.477
20 O -8.239 -0.543 -2.133
21 O -7.644 1.312 -3.635
22 Cl -5.501 -0.274 -2.715
23 C -3.165 3.680 3.098
24 C -2.179 2.517 2.874
25 C -0.812 2.908 2.325
26 S -0.801 3.075 0.520
27 C -0.551 1.399 -0.031
28 S 0.747 0.549 0.391
29 N -1.581 0.955 -0.924
30 C -1.309 1.166 -2.311
31 C -2.283 0.770 -3.228
32 C -2.120 0.985 -4.579
33 C -0.980 1.621 -5.050
34 C -0.009 2.007 -4.143
35 C -0.163 1.791 -2.783
36 C -2.068 -0.370 -0.605
37 C -1.421 -1.525 -1.023
38 C -1.950 -2.758 -0.697
39 C -3.117 -2.863 0.049
40 C -3.754 -1.712 0.475
41 C -3.223 -0.475 0.148
42 H -0.063 6.632 2.071
43 H -1.772 5.503 -1.155
44 H -2.836 6.940 -0.940
45 H -4.383 5.290 -2.484
46 H -2.785 4.933 -4.492
47 H -1.451 5.062 -3.333
48 H -2.626 3.734 -3.196
49 H -2.634 7.295 -3.378
50 H -3.701 2.770 0.279
51 H -4.563 2.116 1.650
52 H -5.956 4.265 0.064
53 H -6.614 2.860 0.969
54 H -5.865 3.092 -1.841
55 H -5.047 1.713 -1.081
56 H -7.393 1.054 -0.175
57 H -8.020 2.314 -1.248
58 H -2.672 4.521 3.582
59 H -3.910 3.330 3.809
60 H -2.001 2.061 3.850
61 H -2.619 1.725 2.271
62 H -0.047 2.185 2.600
63 H -0.544 3.891 2.697
64 H -3.179 0.285 -2.866
65 H -2.898 0.664 -5.255
66 H -0.866 1.806 -6.107
67 H 0.874 2.505 -4.519
68 H 0.614 2.115 -2.108
69 H -0.510 -1.454 -1.597
70 H -1.464 -3.665 -1.027
71 H -3.535 -3.828 0.293
72 H -4.658 -1.760 1.064
73 H -3.711 0.428 0.479
74 O 9.024 -0.532 0.915
75 C 8.021 -0.166 0.342
76 C 8.065 0.940 -0.657
77 C 9.284 1.541 -0.944
78 C 9.352 2.548 -1.892
79 C 8.202 2.958 -2.559
80 C 6.983 2.372 -2.267
81 C 6.908 1.366 -1.313
82 C 5.582 0.759 -1.002
83 O 4.569 1.162 -1.533
84 C 5.542 -0.361 -0.019
85 C 4.324 -0.967 0.262
86 C 4.266 -2.025 1.151
87 C 5.427 -2.488 1.762
88 C 6.643 -1.883 1.495
89 C 6.705 -0.814 0.607
90 H 10.173 1.213 -0.424
91 H 10.303 3.013 -2.116
92 H 8.260 3.738 -3.307
93 H 6.083 2.688 -2.777
94 H 3.425 -0.611 -0.219
95 H 3.316 -2.498 1.366
96 H 5.377 -3.323 2.448
97 H 7.550 -2.234 1.967
98 O 5.118 -8.841 3.393
99 C 4.121 -8.465 2.814
100 C 4.186 -7.366 1.809
101 C 5.416 -6.784 1.521
102 C 5.499 -5.785 0.568
103 C 4.357 -5.362 -0.105
104 C 3.129 -5.928 0.187
105 C 3.037 -6.927 1.148
106 C 1.700 -7.510 1.461
107 O 0.696 -7.091 0.926
108 C 1.639 -8.624 2.450
109 C 0.411 -9.208 2.733
110 C 0.338 -10.262 3.628
111 C 1.490 -10.737 4.244
112 C 2.715 -10.151 3.974
113 C 2.794 -9.091 3.080
114 H 6.298 -7.122 2.046
115 H 6.456 -5.332 0.342
116 H 4.428 -4.586 -0.856
117 H 2.235 -5.602 -0.326
118 H -0.479 -8.834 2.247
119 H -0.619 -10.718 3.845
120 H 1.431 -11.565 4.937
121 H 3.616 -10.511 4.451

Cartesian forces (eV/Å) of the 2 atoms listed first:
C -1.0160 -0.2563 0.0952
C 1.0962 -0.0650 0.0509

## Properties
LUMO level: -0.044 hartree
frontier orbital gap: 0.2720 Ha
largest force on an atom: 1.80 eV/Å

Here are the Mulliken charges for atoms 1 to 99, given in e: C -0.5390; C -1.2462; C 1.3667; O -0.1423; C -0.5133; C 0.4478; C -1.2002; O -0.6490; O -0.3705; S 1.3395; O -0.6086; O -0.6435; O -0.3857; C 1.4000; C -0.6709; C -1.3872; C 0.3169; C -0.9349; S 1.0999; O -0.5717; O -0.5759; Cl -0.1848; C -1.6082; C -0.3813; C -1.0118; S 0.0675; C -0.1481; S -0.1334; N 1.6482; C 0.4484; C 0.4135; C -0.4078; C -0.6828; C -0.7113; C -0.8265; C -1.1627; C -0.2917; C -0.8681; C -0.6464; C -1.4325; C 0.3982; H 0.5872; H 0.2840; H 0.3480; H 0.1099; H 0.4600; H 0.3849; H 0.0316; H 0.3752; H -0.2790; H 1.2739; H 0.3547; H 0.6115; H 0.3618; H -0.3604; H 0.4762; H 0.3741; H 0.4790; H 0.4319; H 0.5413; H -0.0154; H 0.6769; H 0.3779; H -0.5566; H 0.4555; H 0.4101; H 0.4330; H 0.4950; H 0.5136; H 0.4798; H 0.4434; H 0.4839; H 0.9731; O -0.6671; C 0.5130; C 0.2125; C -0.5793; C -0.4734; C -0.4885; C -0.5759; C 0.2286; C 0.5346; O -0.7183; C 0.1515; C -0.6435; C -0.7230; C -0.4733; C -0.8977; C 0.6411; H 0.4743; H 0.3988; H 0.4009; H 0.4859; H 0.5776; H 0.5799; H 0.5244; H 0.4874; O -0.6588; C 0.4869

=====

# 2
ORCA calculation (wB97M-V/def2-TZVPD) on a cluster of 14 separate species, C42H119N7O21 in total in a non-equilibrium geometry.

Atoms and positions in Å:
1 C -7.119 -1.671 4.981
2 C -5.986 -0.923 4.305
3 C -5.477 -1.735 3.194
4 O -6.550 -2.066 2.291
5 C -6.073 -2.770 1.109
6 N -6.450 0.358 3.970
7 H -7.398 -1.177 5.912
8 H -6.767 -2.666 5.252
9 H -8.084 -1.750 4.481
10 H -5.217 -0.772 5.063
11 H -4.984 -2.606 3.625
12 H -4.729 -1.135 2.677
13 H -5.540 -3.709 1.254
14 H -5.411 -2.092 0.570
15 H -6.868 -2.974 0.391
16 H -7.084 0.295 3.186
17 H -5.664 0.812 3.526
18 C -2.395 2.732 1.671
19 C -3.259 1.947 2.690
20 C -3.134 2.569 4.095
21 O -1.836 2.798 4.592
22 C -1.753 3.400 5.900
23 N -4.627 1.849 2.223
24 H -2.782 3.726 1.446
25 H -2.425 2.190 0.727
26 H -1.370 2.805 2.036
27 H -2.957 0.904 2.779
28 H -3.661 1.883 4.757
29 H -3.653 3.527 4.136
30 H -2.292 4.342 6.003
31 H -0.716 3.469 6.226
32 H -2.197 2.741 6.646
33 H -4.806 2.814 1.984
34 H -4.717 1.301 1.379
35 C 5.195 5.261 3.784
36 C 5.851 5.723 2.514
37 C 4.967 5.432 1.325
38 O 5.233 4.080 0.989
39 C 4.395 3.601 0.004
40 N 6.054 7.174 2.617
41 H 5.014 4.190 3.701
42 H 4.226 5.749 3.892
43 H 5.915 5.465 4.577
44 H 6.798 5.184 2.471
45 H 5.154 6.086 0.473
46 H 3.922 5.544 1.614
47 H 4.395 2.515 0.092
48 H 4.708 3.891 -0.999
49 H 3.327 3.671 0.211
50 H 6.581 7.358 3.460
51 H 5.198 7.702 2.528
52 C 0.227 -4.443 -2.339
53 C 0.498 -4.913 -3.747
54 C 1.570 -6.058 -3.830
55 O 1.113 -7.125 -2.943
56 C 2.192 -7.966 -2.506
57 N -0.724 -5.567 -4.198
58 H -0.683 -3.843 -2.362
59 H 1.008 -3.830 -1.890
60 H -0.107 -5.233 -1.666
61 H 0.726 -4.119 -4.458
62 H 2.540 -5.635 -3.570
63 H 1.564 -6.542 -4.807
64 H 1.768 -8.895 -2.126
65 H 2.870 -7.495 -1.794
66 H 2.722 -8.220 -3.424
67 H -0.688 -6.454 -3.715
68 H -0.599 -5.788 -5.176
69 C 3.685 -0.540 -5.938
70 C 2.770 0.425 -5.152
71 C 1.429 -0.224 -4.745
72 O 0.549 -0.316 -5.843
73 C -0.737 -0.740 -5.497
74 N 3.472 0.867 -3.962
75 H 4.718 -0.267 -6.155
76 H 3.192 -0.771 -6.882
77 H 3.617 -1.403 -5.275
78 H 2.531 1.317 -5.731
79 H 0.951 0.444 -4.028
80 H 1.596 -1.177 -4.242
81 H -1.345 -0.648 -6.397
82 H -1.203 -0.154 -4.706
83 H -0.725 -1.803 -5.257
84 H 4.286 1.295 -4.381
85 H 2.956 1.689 -3.684
86 C -6.086 1.826 -0.701
87 C -5.526 0.944 -1.859
88 C -4.073 0.462 -1.628
89 O -3.628 -0.376 -2.721
90 C -2.844 -1.471 -2.276
91 N -6.430 -0.187 -2.163
92 H -6.024 1.235 0.213
93 H -7.065 2.271 -0.877
94 H -5.443 2.696 -0.570
95 H -5.324 1.532 -2.755
96 H -3.890 -0.089 -0.706
97 H -3.474 1.348 -1.420
98 H -3.331 -2.140 -1.566
99 H -1.939 -1.188 -1.739
100 H -2.538 -2.091 -3.119
101 H -5.879 -0.734 -2.810
102 H -6.591 -0.729 -1.326
103 C -0.043 0.943 -0.964
104 C 0.671 0.505 0.331
105 C 0.334 -0.968 0.636
106 O -1.085 -0.915 0.872
107 C -1.781 -2.183 0.815
108 N 2.122 0.818 0.180
109 H 0.041 2.018 -1.126
110 H -1.089 0.651 -0.876
111 H 0.287 0.401 -1.850
112 H 0.229 1.020 1.183
113 H 0.792 -1.375 1.537
114 H 0.703 -1.565 -0.199
115 H -1.371 -2.793 1.620
116 H -1.580 -2.640 -0.154
117 H -2.841 -1.970 0.956
118 H 2.078 1.739 -0.230
119 H 2.484 0.320 -0.621
120 C 5.303 -1.861 -1.851
121 C 3.789 -2.098 -1.844
122 O 3.103 -0.827 -1.831
123 O 5.724 -1.132 -3.005
124 H 5.766 -2.847 -1.830
125 H 5.657 -1.370 -0.944
126 H 3.384 -2.660 -1.002
127 H 3.490 -2.785 -2.636
128 H 3.259 -0.390 -2.672
129 H 5.325 -0.262 -2.931
130 C 2.666 4.840 -3.421
131 C 3.032 4.769 -4.945
132 O 1.800 4.444 -5.646
133 O 2.120 3.654 -2.948
134 H 1.976 5.648 -3.181
135 H 3.541 5.122 -2.836
136 H 3.791 4.006 -5.121
137 H 3.490 5.699 -5.283
138 H 1.431 3.574 -5.478
139 H 1.178 3.662 -3.129
140 C -2.338 -5.540 1.463
141 C -3.139 -4.962 2.627
142 O -4.053 -5.949 3.041
143 O -3.123 -5.714 0.258
144 H -2.128 -6.537 1.849
145 H -1.451 -4.912 1.380
146 H -3.634 -4.020 2.392
147 H -2.432 -4.737 3.426
148 H -4.499 -6.199 2.228
149 H -2.562 -6.034 -0.452
150 C 1.567 3.211 2.940
151 C 2.838 2.328 3.070
152 O 2.475 0.990 2.840
153 O 1.914 4.554 3.031
154 H 0.914 2.932 3.767
155 H 1.243 2.962 1.929
156 H 3.332 2.561 4.014
157 H 3.577 2.618 2.323
158 H 2.344 0.848 1.900
159 H 1.894 4.932 3.913
160 C 0.652 -1.634 4.677
161 C -0.635 -0.868 5.132
162 O -0.810 -0.991 6.538
163 O 0.353 -3.034 4.899
164 H 1.424 -1.380 5.403
165 H 0.833 -1.613 3.602
166 H -1.497 -1.325 4.645
167 H -0.534 0.181 4.854
168 H -0.100 -0.503 6.960
169 H 0.075 -3.049 5.817
170 C 4.786 -1.014 3.696
171 C 4.071 -2.054 2.770
172 O 4.940 -2.430 1.679
173 O 5.940 -1.616 4.254
174 H 4.074 -0.657 4.440
175 H 5.147 -0.176 3.099
176 H 3.099 -1.741 2.389
177 H 3.876 -3.027 3.220
178 H 4.643 -3.230 1.238
179 H 6.514 -1.844 3.519
180 C -1.072 2.934 -5.692
181 C -1.305 2.857 -4.107
182 O -0.514 3.790 -3.258
183 O 0.170 2.425 -6.026
184 H -1.169 3.956 -6.058
185 H -1.760 2.265 -6.211
186 H -1.163 1.861 -3.687
187 H -2.368 3.052 -3.965
188 H -0.932 4.655 -3.259
189 H 0.135 1.467 -5.962

Cartesian forces (eV/Å) of the 2 atoms listed first:
C -0.2738 -0.5267 1.4379
C -1.7968 -0.7957 1.6226

## Properties
LUMO level (spin up / spin down): 0.057 / 0.054 hartree
frontier orbital gap (spin up / spin down): 0.0471 / 0.3192 Ha
largest force on an atom: 2.79 eV/Å
net charge: -1
spin multiplicity: 2
<S²>: 0.750

Here are the Mulliken charges for atoms 1 to 99, given in e: C -1.6367; C 0.4244; C 0.3589; O -0.4841; C -0.0324; N -0.6867; H 0.4334; H 0.3641; H 0.2880; H 0.3652; H 0.1942; H -0.2383; H 0.1124; H -0.3696; H 0.4253; H 0.3886; H 0.0760; C -0.9258; C 0.9211; C -1.5542; O 0.1055; C -1.0321; N -0.2184; H 0.5878; H 0.1097; H -0.0030; H -0.2195; H 0.5211; H 0.3971; H 0.3408; H 0.2603; H 0.3583; H 0.3775; H -0.2678; C -0.8868; C 0.2854; C -0.5030; O -0.4101; C -1.1597; N -0.7336; H 0.0139; H 0.1268; H 0.4764; H 0.3000; H 0.4376; H 0.1970; H 0.3583; H 0.5344; H 0.3757; H 0.2564; H 0.2437; C -1.1424; C 0.7716; C -1.0301; O -0.2978; C -0.8486; N -0.8347; H 0.1380; H 0.1283; H 0.3726; H 0.2809; H 0.4465; H 0.3708; H 0.2555; H 0.2890; H 0.3374; H 0.3265; H 0.3358; C -1.5884; C 0.4312; C 0.2209; O -0.5813; C -0.5890; N -0.2638; H 0.3672; H 0.4148; H 0.2470; H 0.4269; H -0.1181; H 0.4662; H 0.4147; H 0.0620; H 0.1431; H 0.4847; H -0.5052; C -1.1944; C -1.0173; C 1.5328; O -0.7191; C -0.5294; N -0.6912; H -0.0134; H 0.3992; H 0.3512; H 0.7761; H -0.3392; H 0.3732; H 0.5867; H -0.1296

=====

# 3
ORCA calculation (wB97M-V/def2-TZVPD) on a structure of composition C42H55GeN3Sn.

Atoms and positions in Å:
1 Sn -0.679 0.589 -0.372
2 C 2.968 2.012 3.738
3 C 2.060 0.982 3.063
4 C 2.573 -0.433 3.312
5 C 0.615 1.113 3.522
6 C 0.338 0.918 4.870
7 C -0.955 0.996 5.358
8 C -2.000 1.271 4.496
9 C -1.781 1.489 3.140
10 C -2.962 1.798 2.243
11 C -3.820 2.950 2.773
12 C -3.809 0.534 2.065
13 C -0.469 1.405 2.674
14 N -0.159 1.716 1.284
15 C 0.704 2.699 1.125
16 C 1.539 3.014 0.037
17 C 2.393 4.132 0.269
18 C 3.416 4.435 -0.574
19 C 3.649 3.587 -1.667
20 C 2.851 2.499 -1.926
21 C 1.738 2.207 -1.121
22 N 0.861 1.204 -1.501
23 C 1.308 0.241 -2.509
24 C 0.940 0.408 -3.859
25 C 1.380 -0.560 -4.762
26 C 2.200 -1.603 -4.381
27 C 2.598 -1.709 -3.063
28 C 2.154 -0.808 -2.101
29 C 2.638 -1.009 -0.672
30 C 2.603 -2.488 -0.266
31 C 4.066 -0.485 -0.470
32 C 0.243 1.607 -4.506
33 C 1.174 2.816 -4.639
34 C -1.087 2.048 -3.915
35 H 3.976 1.959 3.327
36 H 3.038 1.832 4.811
37 H 2.599 3.030 3.601
38 H 2.124 1.149 1.986
39 H 2.556 -0.685 4.373
40 H 3.600 -0.532 2.962
41 H 1.954 -1.158 2.784
42 H 1.152 0.712 5.553
43 H -1.147 0.852 6.412
44 H -3.007 1.341 4.885
45 H -2.570 2.123 1.272
46 H -4.394 2.649 3.649
47 H -4.532 3.266 2.011
48 H -3.210 3.810 3.047
49 H -4.103 0.142 3.040
50 H -3.264 -0.264 1.553
51 H -4.721 0.745 1.504
52 H 0.849 3.304 2.018
53 H 2.219 4.729 1.155
54 H 4.052 5.288 -0.394
55 H 4.480 3.790 -2.331
56 H 3.065 1.876 -2.781
57 H 1.102 -0.459 -5.803
58 H 2.539 -2.323 -5.113
59 H 3.264 -2.510 -2.776
60 H 1.982 -0.449 0.006
61 H 3.408 -3.042 -0.745
62 H 1.668 -2.974 -0.549
63 H 2.749 -2.584 0.809
64 H 4.744 -0.970 -1.174
65 H 4.411 -0.719 0.539
66 H 4.144 0.590 -0.613
67 H 0.027 1.270 -5.521
68 H 1.292 3.331 -3.686
69 H 0.750 3.529 -5.346
70 H 2.160 2.530 -5.006
71 H -0.945 2.530 -2.945
72 H -1.776 1.209 -3.821
73 H -1.552 2.784 -4.571
74 N -0.407 -1.422 0.358
75 C -0.415 -2.480 0.817
76 C -0.463 -3.831 1.234
77 C 0.281 -4.258 2.342
78 C 0.214 -5.586 2.712
79 C -0.578 -6.472 1.988
80 C -1.314 -6.042 0.890
81 C -1.265 -4.718 0.503
82 H 0.890 -3.562 2.897
83 H 0.778 -5.935 3.565
84 H -0.621 -7.511 2.284
85 H -1.925 -6.741 0.338
86 H -1.829 -4.367 -0.349
87 C -5.106 -0.541 -2.633
88 Ge -3.460 -1.138 -1.788
89 C -2.231 -2.003 -3.028
90 C -3.885 -2.257 -0.242
91 C -2.621 0.573 -1.171
92 H -5.636 -1.397 -3.050
93 H -4.905 0.159 -3.443
94 H -5.759 -0.061 -1.905
95 H -2.637 -2.970 -3.326
96 H -1.244 -2.173 -2.590
97 H -2.104 -1.404 -3.929
98 H -4.095 -3.271 -0.585
99 H -4.782 -1.882 0.249
100 H -3.090 -2.299 0.501
101 H -3.255 1.052 -0.425
102 H -2.504 1.265 -2.001

Cartesian forces (eV/Å) of the 2 atoms listed first:
Sn -0.5075 0.1052 -0.0969
C -0.0012 0.0233 -0.0137

## Properties
LUMO level: -0.220 hartree
frontier orbital gap: 0.2852 Ha
largest force on an atom: 0.61 eV/Å
energy relative to the best compared isomer or geometry (same formula, charge and spin): 0.000 eV
net charge: +2

Here are the Mulliken charges for atoms 1 to 99, given in e: Sn 0.7104; C -1.8032; C 2.0658; C -1.3590; C 0.5384; C -0.8139; C -1.7229; C -0.5986; C 0.9101; C 1.0214; C -1.8209; C -1.2428; C -0.0647; N 0.1316; C -0.3386; C 0.0000; C -0.8574; C -1.1591; C -0.6957; C -0.4441; C 1.0636; N 0.3672; C -0.1123; C 0.9314; C -1.3495; C -1.5979; C -0.5062; C 0.4137; C 3.1491; C -2.1151; C -1.5160; C 0.5551; C -1.3960; C -1.0273; H 0.4515; H 0.3735; H 0.3300; H -1.0157; H 0.4556; H 0.4454; H 0.0789; H 0.4374; H 0.4233; H 0.4295; H 0.0580; H 0.3427; H 0.4644; H 0.3896; H 0.4851; H 0.1382; H 0.4520; H 0.7235; H 0.5369; H 0.4487; H 0.4982; H 0.7239; H 0.4725; H 0.4441; H 0.4212; H -1.7291; H 0.5444; H 0.4513; H 0.3827; H 0.4048; H 0.4239; H 0.2834; H 0.6610; H 0.1858; H 0.5226; H 0.3072; H 0.1212; H 0.0778; H 0.4958; N -0.4183; C 0.2120; C 0.4385; C -0.2687; C -0.8355; C -0.3960; C -0.8731; C -0.1733; H 0.5441; H 0.4531; H 0.4305; H 0.4471; H 0.5105; C -1.3196; Ge 0.9681; C -0.9527; C -1.2207; C -0.5817; H 0.4121; H 0.3956; H 0.3914; H 0.4964; H 0.2531; H 0.3365; H 0.4063; H 0.4053